ORCA calculation (the ωB97M-V functional and the def2-TZVPD basis) on a cluster of 2 separate species, C9H20Si in total at a distorted geometry.

Structure (XYZ):
```
30
Properties=species:S:1:pos:R:3:forces:R:3:nbo_charge:R:1
C -1.4588 0.5098 -0.9062 2.0 0.3 0.6 -0.1168
C -1.6268 -0.2907 -1.9169 -0.4 -0.4 -0.5 -0.1067
C -2.9819 -0.4597 -2.5757 0.1 0.1 0.2 -0.6273
C -0.5399 -1.1207 -2.5341 0.1 0.1 0.1 -0.6328
C 0.8607 2.5147 0.0915 0.0 0.0 0.0 -0.6785
C 2.2060 0.5162 2.7117 -0.4 -0.2 -0.6 -1.0958
C -0.6907 -0.2717 2.1944 0.6 0.0 -0.4 -1.0953
C 1.6091 -1.8557 0.7994 -0.3 0.6 0.2 -1.0989
C 1.0470 1.0488 -0.0995 -1.6 -0.5 -0.1 -0.5343
Si 1.0155 -0.1307 1.3477 0.1 -0.4 0.6 1.5855
H -2.0785 1.1808 -0.3571 -0.4 0.3 0.2 0.1768
H -3.7261 0.1880 -2.1215 -0.1 0.0 0.0 0.2149
H -3.3060 -1.4957 -2.4824 -0.1 -0.1 -0.1 0.2127
H -2.9030 -0.2196 -3.6354 -0.1 0.0 -0.1 0.2127
H 0.3674 -1.0630 -1.9411 0.1 0.0 0.0 0.2220
H -0.8554 -2.1617 -2.6047 0.0 -0.1 0.0 0.2118
H -0.3305 -0.7677 -3.5445 0.0 0.0 -0.1 0.2148
H 0.4784 2.9947 -0.8077 0.0 0.1 0.0 0.2178
H 0.1870 2.7189 0.9201 -0.1 0.2 0.1 0.2066
H 1.8216 2.9794 0.3272 0.1 0.1 0.1 0.2178
H 3.2335 0.5705 2.3647 0.2 0.0 -0.1 0.2296
H 1.9144 1.5132 3.0278 -0.1 0.2 0.1 0.2284
H 2.1894 -0.1208 3.5916 -0.1 -0.2 0.1 0.2327
H -1.4546 -0.6040 1.4991 -0.1 -0.1 -0.1 0.2407
H -0.6576 -0.9805 3.0169 0.1 -0.1 0.2 0.2329
H -1.0017 0.6832 2.6040 -0.1 0.3 0.1 0.2291
H 1.7361 -2.5093 1.6570 0.0 -0.1 0.2 0.2353
H 0.8976 -2.3316 0.1339 -0.2 -0.1 -0.2 0.2339
H 2.5636 -1.8053 0.2853 0.2 0.1 -0.1 0.2328
H 1.4842 0.7699 -1.0455 0.2 -0.2 -0.1 0.1977
```
Forces are in eV/Å.

orbital gap (alpha / beta) = 8.74 / 8.35 eV
LUMO level (alpha / beta) = 0.5 / 0.5 eV
largest force on an atom = 2.1 eV/A
E_HOMO (alpha / beta) = -8.23 / -7.84 eV
ΔE to the lowest compared entry with this formula, charge and spin = 75.7 kcal per mole
DFT total energy = -644.29029 Ha

ORCA calculation (the ωB97M-V functional and the def2-TZVPD basis) on a structure of composition C9H21BeBr3CaF3NO13P2S at a distorted geometry.

Structure (XYZ):
```
55
Properties=species:S:1:pos:R:3:forces:R:3:nbo_charge:R:1
O 1.6069 3.7096 2.3467 0.7 0.5 0.6 -1.0732
P 2.2339 2.9514 1.2731 -0.9 -0.9 0.8 2.1737
O 2.2008 3.6873 -0.1126 0.7 -1.5 0.1 -0.9569
O 3.9305 2.7436 1.7736 -1.8 -0.4 -0.8 -1.0557
S 1.4002 0.8936 1.0089 1.5 0.9 -3.5 0.0580
C -0.4167 0.8807 0.5345 -1.4 -0.2 -1.3 -0.1495
O -0.9511 2.1272 0.2956 0.7 -0.6 0.1 -0.5002
C -1.5795 2.6969 1.3781 -0.4 1.1 0.4 1.1591
F -1.4054 3.9978 1.2594 0.3 0.9 -0.3 -0.3084
F -1.0762 2.3118 2.5214 0.6 -0.5 0.4 -0.2864
F -2.8552 2.4629 1.3873 -1.0 -0.6 -0.3 -0.2775
H 1.7698 4.5475 0.0380 -0.3 0.1 -0.3 0.5343
H 3.8283 2.1362 2.5330 -0.3 -1.2 -0.5 0.4927
H 1.4369 0.3594 2.3007 -0.6 1.0 3.7 0.3323
H -0.4776 0.3159 -0.4070 0.6 0.2 0.2 0.2813
H -0.9647 0.2864 1.2661 0.4 0.1 0.6 0.2763
O 1.2054 0.1962 5.9827 -0.1 -0.4 -0.2 -0.7903
P 0.8490 1.2675 4.9686 -0.2 0.6 1.5 2.4615
O 1.4769 0.9478 3.5710 1.6 -0.9 -2.1 -1.2655
O 1.4018 2.6017 5.4476 0.8 0.2 -0.8 -1.0158
O -0.6644 1.3062 4.8802 0.0 -0.4 -0.1 -0.7788
C -0.9002 -2.7972 -5.9742 -0.2 0.2 0.2 -0.6363
C 0.4307 -2.0832 -6.0752 -0.1 -0.6 -0.2 -0.0744
O 0.2729 -0.6588 -5.9129 0.2 -0.1 -0.1 -0.4708
C 0.1545 -0.2302 -4.6776 -0.2 -0.1 -0.3 0.9958
O 0.1803 -0.9055 -3.6735 0.1 0.0 0.3 -0.6979
O -0.0182 1.0941 -4.7080 0.2 0.0 0.2 -0.4802
C -0.2316 1.6602 -3.4246 -0.1 0.3 0.2 -0.2549
H -1.6189 -2.3657 -6.6703 0.1 -0.1 -0.1 0.2268
H -0.7834 -3.8563 -6.1984 0.0 0.0 0.0 0.2329
H -1.3247 -2.7021 -4.9741 0.0 -0.1 0.0 0.2037
H 0.8523 -2.2287 -7.0664 0.0 0.3 0.0 0.2069
H 1.1513 -2.4712 -5.3565 0.0 0.2 0.1 0.1904
H 0.5571 1.3621 -2.7300 0.0 -0.1 0.0 0.1629
H -1.2042 1.3522 -3.0488 0.0 0.0 0.1 0.1965
H -0.2138 2.7417 -3.5288 0.0 0.0 -0.3 0.1989
Be 2.8762 6.2436 0.9169 0.5 0.7 0.4 0.1411
C -1.8774 -2.4319 -1.6501 0.2 -0.2 -0.3 -0.5021
Br -3.2285 -3.7205 -2.0610 0.1 0.1 0.2 0.1654
Br -2.5888 -0.6458 -1.5405 -0.3 0.0 0.0 0.0741
Br -0.8916 -2.8481 -0.0363 -0.1 0.0 0.1 0.0578
H -1.1646 -2.4434 -2.4634 0.0 0.2 0.0 0.2459
C -3.7992 -2.3280 3.3728 -0.7 0.7 0.4 -0.6287
C -2.8773 -3.4915 2.8544 0.4 -0.9 -0.3 0.7454
O -3.4798 -4.4060 2.3054 -0.4 0.1 -0.1 -0.5226
O -1.6692 -3.3111 3.0763 0.4 0.7 0.2 -0.5926
H -4.8412 -2.5343 3.1536 0.1 -0.2 -0.1 0.2356
H -3.6740 -2.2262 4.4485 0.2 -0.1 0.0 0.2419
H -3.5099 -1.3976 2.8866 0.2 -0.1 0.0 0.2114
N 3.2448 -1.7960 2.2105 0.0 0.1 -0.1 -0.8686
H 4.0657 -2.3096 1.8769 -0.1 -0.1 0.0 0.4621
H 3.1133 -0.9419 1.6420 0.0 -0.6 0.3 0.4393
H 2.4123 -2.3940 2.1261 0.0 0.0 0.1 0.4799
H 3.3760 -1.5416 3.1962 -0.2 0.0 0.0 0.4749
Ca 4.2596 4.1846 3.4576 -1.4 1.1 0.8 1.8287
```
Forces are in eV/Å.

orbital gap = 2.10 eV
LUMO level = -9.1 eV
largest force on an atom = 3.9 eV/A
E_HOMO = -11.22 eV
charge = +2
DFT total energy = -11182.44493 Ha

ORCA calculation (the ωB97M-V functional and the def2-TZVPD basis) on a structure of composition C9H21BrClGaO2P2 at a distorted geometry.

Structure (XYZ):
```
37
Properties=species:S:1:pos:R:3:forces:R:3:nbo_charge:R:1
C 0.0108 0.1248 -3.9306 -1.0 -2.2 -2.2 -0.7557
C 0.1713 0.0202 -2.4790 5.6 1.3 0.3 0.5575
H 0.9253 0.0460 -4.5835 -0.6 0.1 1.3 0.2843
H -0.4973 1.0478 -4.1901 -0.4 0.1 0.0 0.2744
H -0.6741 -0.7626 -4.2219 0.8 1.6 0.1 0.2663
O 1.3348 0.1199 -1.9944 -5.3 -0.7 0.1 -0.5353
Cl -1.4162 -0.0509 -1.6575 0.5 0.1 0.1 -0.0046
Ga 0.0143 -0.1332 2.6770 -0.9 0.3 -2.6 1.0586
P -0.2247 2.1555 0.2940 -0.7 2.6 0.3 1.1082
C 1.2606 3.0924 0.7454 0.4 -0.9 0.4 -0.9637
C -0.4959 3.0472 -1.2841 -0.1 -1.0 -1.2 -0.9468
H -0.6640 4.1113 -1.0919 0.2 -0.2 0.3 0.2707
H -1.5341 4.0837 0.9245 -0.1 -0.3 0.2 0.2671
H -1.3665 2.6688 -1.8134 -0.1 0.1 0.0 0.2600
H -2.4973 2.5440 0.9688 0.2 0.4 0.3 0.2640
H 2.0858 2.7338 0.1277 0.1 0.3 0.1 0.2643
H 0.3563 2.9414 -1.9605 0.0 0.0 0.2 0.2607
C -1.5428 3.0287 1.2307 0.0 -0.9 0.2 -0.9438
H 1.0603 4.1500 0.5623 0.1 -0.1 0.0 0.2813
H -1.3373 2.9006 2.3023 -0.3 0.2 -0.2 0.2417
H 1.4808 2.9011 1.7921 0.3 0.3 0.2 0.2347
P -0.0478 -2.1790 0.1708 -0.3 -1.8 0.6 0.8575
C 1.4434 -3.1068 0.6665 -0.2 0.5 0.0 -0.9462
C -1.3736 -3.1970 0.9546 0.0 0.8 0.0 -0.9306
H -1.0806 -2.6649 -2.0254 0.0 -0.1 0.1 0.2474
H -0.2259 -4.0722 -1.3821 0.1 0.3 0.3 0.2606
H 0.6729 -2.7358 -2.1418 -0.1 0.0 0.3 0.2511
C -0.1798 -2.9816 -1.4941 -0.1 0.8 -0.9 -0.9196
H -2.3302 -2.7091 0.6717 0.3 -0.6 0.3 0.2510
H -1.3105 -4.2276 0.5694 -0.2 0.4 0.4 0.2551
H 1.2756 -4.1639 0.4121 0.4 0.3 0.2 0.2637
H 1.5625 -2.9509 1.7435 0.4 -0.4 -0.1 0.2174
H -1.2268 -3.1457 2.0457 -0.3 -0.3 -0.3 0.2294
H 2.2798 -2.6646 0.1050 0.0 -0.5 0.3 0.2505
C 1.8965 -0.0034 1.4033 5.3 -0.2 0.1 0.4728
O 3.0260 0.0459 1.1653 -4.4 -0.1 0.5 -0.3356
Br -1.7890 -0.2052 4.0044 0.4 -0.1 0.1 -0.1686
```
Forces are in eV/Å.

orbital gap (alpha / beta) = 5.38 / 4.42 eV
LUMO level (alpha / beta) = -10.4 / -11.1 eV
largest force on an atom = 5.7 eV/A
E_HOMO (alpha / beta) = -15.76 / -15.54 eV
charge = +2
DFT total energy = -6146.98073 Ha

Q: Number 3 is which compound?
A: C9H21BrClGaO2P2

Q: Which of these has the lowest DFT total energy?
A: C9H21BeBr3CaF3NO13P2S

What did the third record say?
ORCA calculation (the ωB97M-V functional and the def2-TZVPD basis) on a structure of composition C9H21BrClGaO2P2 at a distorted geometry.

Structure (XYZ):
```
37
Properties=species:S:1:pos:R:3:forces:R:3:nbo_charge:R:1
C 0.0108 0.1248 -3.9306 -1.0 -2.2 -2.2 -0.7557
C 0.1713 0.0202 -2.4790 5.6 1.3 0.3 0.5575
H 0.9253 0.0460 -4.5835 -0.6 0.1 1.3 0.2843
H -0.4973 1.0478 -4.1901 -0.4 0.1 0.0 0.2744
H -0.6741 -0.7626 -4.2219 0.8 1.6 0.1 0.2663
O 1.3348 0.1199 -1.9944 -5.3 -0.7 0.1 -0.5353
Cl -1.4162 -0.0509 -1.6575 0.5 0.1 0.1 -0.0046
Ga 0.0143 -0.1332 2.6770 -0.9 0.3 -2.6 1.0586
P -0.2247 2.1555 0.2940 -0.7 2.6 0.3 1.1082
C 1.2606 3.0924 0.7454 0.4 -0.9 0.4 -0.9637
C -0.4959 3.0472 -1.2841 -0.1 -1.0 -1.2 -0.9468
H -0.6640 4.1113 -1.0919 0.2 -0.2 0.3 0.2707
H -1.5341 4.0837 0.9245 -0.1 -0.3 0.2 0.2671
H -1.3665 2.6688 -1.8134 -0.1 0.1 0.0 0.2600
H -2.4973 2.5440 0.9688 0.2 0.4 0.3 0.2640
H 2.0858 2.7338 0.1277 0.1 0.3 0.1 0.2643
H 0.3563 2.9414 -1.9605 0.0 0.0 0.2 0.2607
C -1.5428 3.0287 1.2307 0.0 -0.9 0.2 -0.9438
H 1.0603 4.1500 0.5623 0.1 -0.1 0.0 0.2813
H -1.3373 2.9006 2.3023 -0.3 0.2 -0.2 0.2417
H 1.4808 2.9011 1.7921 0.3 0.3 0.2 0.2347
P -0.0478 -2.1790 0.1708 -0.3 -1.8 0.6 0.8575
C 1.4434 -3.1068 0.6665 -0.2 0.5 0.0 -0.9462
C -1.3736 -3.1970 0.9546 0.0 0.8 0.0 -0.9306
H -1.0806 -2.6649 -2.0254 0.0 -0.1 0.1 0.2474
H -0.2259 -4.0722 -1.3821 0.1 0.3 0.3 0.2606
H 0.6729 -2.7358 -2.1418 -0.1 0.0 0.3 0.2511
C -0.1798 -2.9816 -1.4941 -0.1 0.8 -0.9 -0.9196
H -2.3302 -2.7091 0.6717 0.3 -0.6 0.3 0.2510
H -1.3105 -4.2276 0.5694 -0.2 0.4 0.4 0.2551
H 1.2756 -4.1639 0.4121 0.4 0.3 0.2 0.2637
H 1.5625 -2.9509 1.7435 0.4 -0.4 -0.1 0.2174
H -1.2268 -3.1457 2.0457 -0.3 -0.3 -0.3 0.2294
H 2.2798 -2.6646 0.1050 0.0 -0.5 0.3 0.2505
C 1.8965 -0.0034 1.4033 5.3 -0.2 0.1 0.4728
O 3.0260 0.0459 1.1653 -4.4 -0.1 0.5 -0.3356
Br -1.7890 -0.2052 4.0044 0.4 -0.1 0.1 -0.1686
```
Forces are in eV/Å.

orbital gap (alpha / beta) = 5.38 / 4.42 eV
LUMO level (alpha / beta) = -10.4 / -11.1 eV
largest force on an atom = 5.7 eV/A
E_HOMO (alpha / beta) = -15.76 / -15.54 eV
charge = +2
DFT total energy = -6146.98073 Ha